(1)
54
Properties=species:S:1:pos:R:3:forces:R:3:lowdin_charge:R:1 method="wB97M-V/def2-TZVPD" charge=0
Cl 2.139542 -0.004827 -1.497568 -0.16 -0.02 -0.12 0.725
O 1.040785 0.739580 0.823549 -0.02 0.50 -0.26 -0.040
O -0.761553 1.388690 -0.324702 -0.55 -1.53 0.88 0.086
N -4.379411 1.330242 -3.676142 -0.11 0.02 0.02 0.127
N -2.948920 -3.728706 1.906482 0.02 -0.03 0.05 0.141
N -4.760566 5.363677 -0.902017 0.00 -0.03 0.04 0.121
N 0.926572 -4.437024 0.894781 0.01 0.14 0.05 0.145
N 6.014938 1.161741 0.337248 0.01 0.13 0.03 0.159
N -0.593517 -1.422066 1.674401 -0.09 -0.26 -0.38 0.034
N -0.250032 4.179558 -3.801243 -0.02 -0.06 -0.07 0.126
C 2.890231 -0.784479 1.052090 0.13 -0.04 0.06 -0.187
C -0.287718 -6.687224 1.375071 -0.02 -0.06 -0.02 -0.066
C -4.150683 4.394721 -0.821044 0.00 0.10 -0.09 -0.277
C -0.642931 -0.930989 0.289017 -0.13 -0.16 0.02 -0.165
C 0.402476 -5.434821 1.106017 -0.04 0.10 -0.01 -0.267
C -3.349794 3.182515 -0.719628 -0.02 -0.07 0.09 -0.079
C -3.634036 -3.728122 4.419164 -0.01 0.02 0.05 -0.061
C 5.281933 3.641587 0.657790 -0.01 0.04 -0.01 -0.067
C 0.103756 3.680205 -1.269373 0.35 0.63 -0.57 -0.070
C -0.154604 0.491756 0.192273 0.07 -0.38 0.12 -0.460
C 5.692237 2.254546 0.478559 0.02 -0.08 0.00 -0.274
C -3.249756 -3.728341 3.014525 0.00 -0.02 -0.09 -0.266
C 4.942057 -1.997734 -0.125860 0.01 -0.09 -0.03 0.103
C -3.444226 1.509185 -4.316466 0.10 -0.08 0.11 -0.284
C -2.210406 1.714461 -5.061441 0.03 -0.05 0.00 -0.067
C 3.989347 -1.490723 0.394704 0.10 0.09 -0.04 -0.185
C 2.277356 0.362718 0.237822 0.21 -0.03 0.34 -0.646
C -0.092489 3.959052 -2.685222 0.09 0.19 0.13 -0.255
H -1.653500 -0.943768 -0.123257 0.06 -0.03 0.04 0.129
H -0.140152 2.639396 -1.054047 0.30 0.83 -0.25 0.010
H 0.004985 -2.241216 1.681811 0.06 0.01 0.14 0.020
H -2.785041 -3.432841 5.032848 -0.01 0.00 0.01 0.086
H -2.430879 3.389614 -0.176249 -0.07 -0.04 0.00 0.051
H -1.508159 -1.797196 1.900409 0.03 0.13 0.03 0.023
H 1.141971 3.868680 -1.001208 0.05 0.07 -0.01 0.084
H -0.221322 -6.924754 2.435083 0.00 -0.01 0.00 0.082
H 2.096897 -1.469779 1.362919 0.10 0.02 -0.16 0.099
H -1.628455 2.505644 -4.590206 -0.02 0.05 -0.13 0.027
H 5.212782 4.133858 -0.310544 0.00 0.01 0.01 0.084
H 3.285650 -0.318933 1.964199 -0.16 -0.11 -0.04 0.132
H -3.107902 2.798112 -1.708069 -0.03 0.03 -0.02 0.056
H -4.449756 -3.025290 4.576813 0.00 0.00 0.01 0.086
H -1.334931 -6.590595 1.093713 0.00 0.01 0.01 0.080
H -0.540289 4.329209 -0.678328 0.04 0.03 0.01 0.081
H -2.431125 1.980320 -6.093086 0.03 0.04 0.01 0.084
H 0.166927 -7.491792 0.800319 -0.01 -0.01 0.01 0.083
H -3.902826 2.414549 -0.182662 -0.02 -0.02 -0.02 0.088
H 5.802404 -2.432863 -0.591660 -0.27 0.11 0.14 0.033
H -0.015045 -1.541801 -0.371196 -0.02 0.11 0.01 0.111
H -3.959965 -4.724099 4.712577 0.00 0.00 0.01 0.084
H 4.310863 3.683105 1.148811 0.00 0.01 0.00 0.078
H 6.011141 4.166102 1.272074 -0.01 0.01 0.00 0.083
H 2.908792 1.250121 0.291398 0.00 -0.17 -0.06 0.093
H -1.623666 0.797030 -5.045224 -0.02 -0.02 -0.04 0.084

***

(2)
75
Properties=species:S:1:pos:R:3:forces:R:3:lowdin_charge:R:1 method="wB97M-V/def2-TZVPD" e_above_lowest_kcal_mol=538.6 charge=0
O 1.727805 0.549607 -1.356023 2.23 -1.51 -4.20 -0.191
O -1.357404 0.290177 -1.848132 0.54 -0.28 0.84 -0.074
O 1.485955 0.786549 1.816643 8.39 0.11 6.88 -0.094
O -1.342877 1.759066 1.760763 -0.01 -0.30 -2.23 -0.194
O -1.110135 -3.783643 3.261221 -0.20 -0.75 0.52 0.118
O 0.199595 -3.838743 -2.003376 0.46 0.13 2.11 0.091
O 0.354287 0.269780 0.277603 -8.44 -4.34 -2.86 -0.224
O 1.671896 2.912390 -2.724327 -0.01 0.09 2.77 0.127
N 1.650686 2.390798 -0.385033 3.38 1.72 0.42 0.021
C 0.692704 0.914222 2.920469 1.51 -2.55 2.03 -0.449
C -3.512644 1.635174 0.705095 0.02 3.30 -3.14 -0.071
C -3.007513 0.424196 2.822846 0.79 -1.90 3.80 -0.079
C 0.034905 0.113545 -4.003300 -2.97 1.52 -1.76 -0.092
C -2.115749 -1.241560 -3.563192 4.41 4.14 -2.63 -0.023
C 3.433595 -0.877672 -0.725274 -8.78 -7.80 4.12 0.023
C -0.725109 -3.732714 2.110882 1.02 1.67 1.38 -0.497
C -0.419328 3.307203 -1.573610 -1.88 0.15 4.12 0.010
C -1.476188 -2.977245 1.158618 -0.78 -1.02 -7.37 0.069
C 1.102963 2.896344 -1.652450 -2.93 1.75 -2.23 -0.380
C -0.975990 -0.548269 -2.938873 3.90 -0.04 0.68 -0.446
C 2.155986 -0.782877 -1.483010 -1.22 0.43 -3.13 -0.376
C 0.049149 -3.671296 -0.765280 0.59 -1.12 -4.18 -0.499
C 1.626934 3.133532 0.890788 4.21 1.01 -1.47 0.020
C -1.142621 -3.126605 -0.333131 -6.42 3.14 7.25 0.057
C 0.951740 -4.138419 0.219374 1.93 -0.85 6.74 0.074
C -0.144797 -0.371598 2.904064 0.25 1.74 -3.11 -0.024
C -2.749807 1.738202 1.994906 1.10 -6.09 -1.08 -0.467
C 0.603793 -4.130829 1.710503 3.18 -2.15 -6.72 0.094
C 1.642661 1.191155 4.095063 -0.82 -3.52 -0.82 0.008
C 2.046414 -1.128852 -3.050863 3.72 2.86 0.04 -0.048
H -0.811865 4.413409 -1.702930 1.67 -2.05 0.19 0.110
H -2.495236 -2.658737 1.472063 0.98 0.03 -0.39 0.128
H -3.370865 0.662421 0.143899 -0.23 1.11 0.77 0.082
H 2.492118 0.476431 4.086919 0.07 0.86 -0.79 0.101
H 1.046043 -1.079976 -3.415402 1.20 -1.89 1.13 -0.055
H -2.778233 0.494046 4.023082 0.11 0.60 -2.69 0.115
H -2.217614 -0.518545 2.609232 -3.48 2.67 -0.09 0.082
H 2.568068 -0.090606 -3.695431 -0.84 -3.29 1.93 0.189
H -0.829733 0.887833 1.325215 -2.83 3.43 0.63 0.111
H 3.940105 -0.161337 -0.881409 7.28 9.32 -2.47 -0.025
H -0.410310 1.045033 -4.637800 1.01 -2.09 1.64 0.138
H 0.913108 0.646619 -0.709324 -0.04 -5.01 -3.78 -0.088
H -0.751068 -0.340347 1.808774 2.00 -1.68 4.03 0.106
H 2.732616 2.402137 -0.630359 -2.92 -1.47 0.57 0.235
H -2.951589 2.530942 0.005160 -1.69 -2.55 1.52 0.120
H 1.858391 2.195357 4.051022 1.06 2.16 0.38 0.049
H -0.218623 -1.326579 -2.583164 -1.65 0.49 0.40 0.106
H 0.931016 0.919806 1.147387 -2.12 0.61 -2.10 -0.183
H -0.980814 2.931978 -0.357065 2.02 1.13 -3.77 0.154
H 0.458159 -1.181839 3.109097 1.68 -2.12 -0.57 0.073
H -2.609713 -0.473409 -4.032676 -1.82 1.30 -1.66 0.079
H 1.179635 1.386395 -0.201992 2.88 5.31 1.08 0.094
H -4.085670 0.163594 3.029200 0.85 -0.07 -1.34 0.072
H -0.981245 2.703278 -2.273847 0.17 -0.22 -0.22 0.039
H -0.163464 -0.581409 0.203361 1.30 1.00 0.07 0.110
H -2.996201 2.522407 2.578537 -0.68 2.92 1.61 0.098
H -4.623372 1.997041 0.714689 1.94 -1.04 0.29 0.101
H 2.444949 -1.997351 -3.516199 1.08 -1.04 0.39 0.066
H 2.475704 3.817687 0.807536 -0.29 0.53 0.10 0.113
H -0.794892 -0.413444 3.672742 -2.57 0.22 2.34 0.031
H -2.652519 -1.707072 -2.954529 -4.77 -3.78 5.43 -0.003
H 1.902282 2.473884 1.686211 -0.42 -0.13 0.11 0.081
H 0.262276 -0.755682 -4.712563 -0.78 1.37 0.10 0.107
H 1.239183 0.857704 5.007862 -1.14 0.43 1.51 0.059
H 3.060905 -0.797824 0.340122 0.68 -0.02 -0.77 0.122
H 0.783388 3.645700 0.928566 -3.93 2.18 0.90 0.047
H 1.338189 -1.336567 -1.089699 -0.30 -1.34 0.89 0.094
H 3.849625 -1.806205 -0.809823 1.64 -2.30 -0.41 0.064
H -0.000407 1.644160 2.702616 -0.51 2.06 1.13 0.076
H -0.749247 0.165458 -1.039758 -1.38 0.61 -2.26 0.064
H -2.030646 -2.804508 -0.954081 1.75 -0.33 0.18 0.136
H -1.664835 -1.918420 -4.178088 0.70 -1.79 -2.30 0.074
H 1.041142 0.175802 -3.538701 -2.36 2.98 -0.88 -0.020
H 1.324930 -4.681612 2.361714 -0.88 0.90 -0.34 0.124
H 1.975421 -4.489275 -0.143132 -1.60 0.44 0.74 0.141

***

(3)
15
Properties=species:S:1:pos:R:3:forces:R:3:lowdin_charge:R:1 method="wB97M-V/def2-TZVPD" e_above_lowest_kcal_mol=67.3 charge=0
Br -1.399425 1.764203 -1.124182 -0.63 0.11 -0.32 0.809
O -0.553483 0.975333 2.667834 0.55 -0.03 -0.74 0.051
O 0.763744 0.941868 0.036092 0.92 0.62 -0.09 -0.242
O -0.733655 -0.829963 -0.161100 0.11 0.44 -0.86 -0.169
C -1.210232 0.850916 1.684166 -1.19 -0.56 -1.05 -0.169
C 1.885932 0.142510 0.470877 -1.65 -1.29 0.65 -0.030
C -0.506251 0.498802 0.049231 -1.18 0.41 3.77 -0.914
C -0.575178 -1.269008 -1.567105 -0.44 1.19 1.62 -0.036
H -1.288096 -0.646504 -2.126046 -0.14 -1.05 -0.19 0.047
H -2.387909 0.948094 1.830840 1.79 -0.25 -1.07 0.140
H 1.542089 -0.929723 0.102693 1.64 1.79 1.35 0.121
H 0.396400 -0.975105 -1.906690 0.78 -0.13 -0.25 0.076
H 2.060125 0.291311 1.636786 -0.38 -0.68 -2.55 0.131
H -0.683926 -2.340519 -1.462953 -0.32 -0.01 -0.68 0.099
H 2.689864 0.577782 -0.130443 0.13 -0.55 0.39 0.085

***

| no. | lowest unoccupied orbital energy (eV) |
| --- | --- |
| 1 | 0.20 |
| 2 | -2.78 |
| 3 | 0.70 |